This record from the OMol25 dataset describes C3H5N5 in the gas phase. The level of theory is wB97M-V/def2-TZVPD.

Element x y z (Å)
N -0.886 -1.319 -0.475
N -1.668 0.724 0.400
N 0.984 -0.092 0.280
N -0.743 1.423 -0.375
N 2.374 -0.163 0.211
C 0.459 1.139 -0.200
C 0.349 -1.216 -0.155
C -1.750 -0.538 0.255
H 2.840 0.446 -0.511
H 1.202 1.796 -0.712
H -2.554 -0.993 0.861
H 2.635 0.353 1.083
H 1.105 -1.918 -0.411

Force components x, y, z for each atom (eV/Å):
0.7 -1.8 0.8
-0.8 -0.1 0.0
-0.5 1.7 0.0
-0.7 0.2 0.7
2.1 1.4 2.0
0.9 0.3 -1.5
-0.6 0.4 -1.7
-0.6 1.7 0.6
-1.3 -0.8 0.2
-0.4 -0.6 0.6
0.5 -0.2 -0.6
0.4 -1.0 -0.8
0.2 -1.2 -0.3

## Properties
Highest occupied orbital energy = -9.094 eV
F_max = 0.0622 hartree/bohr
Gap between HOMO and LUMO = 9.60 eV
Lowest unoccupied orbital energy = 0.019 hartree
SMILES string = NN1C=NC=NN=C1
E = -10638.90646 eV
Energy relative to the best compared isomer or geometry (same formula, charge and spin) = 91.5 kcal/mol

Atom charges from the natural (NBO) analysis, given in e for atoms 1 to 5: -0.531, -0.297, -0.322, -0.259, -0.638


This record from the OMol25 dataset describes C3H5N5 in the gas phase. The level of theory is wB97M-V/def2-TZVPD.

Element x y z (Å)
N 0.861 -1.171 0.024
N 2.084 -0.843 0.255
N -1.889 1.203 0.306
N 0.100 -0.010 -0.307
N 0.851 1.085 -0.213
C -2.190 -0.948 -0.004
C -1.323 0.145 -0.099
C 2.096 0.628 0.050
H -3.200 -0.587 -0.421
H -2.199 -1.476 0.843
H -1.219 1.933 0.260
H 3.056 1.091 -0.123
H -1.982 -1.762 -0.697

Force components x, y, z for each atom (eV/Å):
-0.5 0.7 0.2
-2.5 3.4 -1.6
0.9 0.4 -1.2
1.9 -0.4 1.3
3.1 -0.9 -0.1
-3.0 -2.2 -5.8
0.5 1.6 1.9
-2.2 -2.5 -0.5
1.3 -0.6 1.5
-0.3 -1.3 3.9
0.7 1.4 0.4
-0.4 0.6 0.5
0.5 -0.1 -0.5

## Properties
Highest occupied orbital energy = -10.448 eV
F_max = 0.1343 hartree/bohr
Gap between HOMO and LUMO = 10.40 eV
Lowest unoccupied orbital energy = -0.002 hartree
SMILES string = [H]/N=C(/C)n1ncnn1
E = -10639.39253 eV
Energy relative to the best compared isomer or geometry (same formula, charge and spin) = 80.3 kcal/mol

Atom charges from the natural (NBO) analysis, given in e for atoms 1 to 5: -0.011, -0.196, -0.574, -0.099, -0.231


This record from the OMol25 dataset describes C3H5N5 in the gas phase. The level of theory is wB97M-V/def2-TZVPD.

Element x y z (Å)
N -0.531 -1.456 -0.080
N 1.850 -1.066 0.270
N 0.536 -0.482 -0.179
N -1.015 1.453 0.080
N 1.282 1.800 -0.155
C 0.367 0.971 -0.017
C -1.963 0.543 0.129
C -1.659 -0.738 -0.067
H 2.446 -1.469 -0.735
H 2.138 -0.113 0.855
H 2.155 1.421 -0.103
H -3.106 0.693 0.120
H -2.500 -1.557 -0.119

Force components x, y, z for each atom (eV/Å):
0.8 5.8 -0.4
-0.4 2.3 -1.9
0.1 -2.2 1.3
0.0 -1.1 0.5
-1.7 2.1 0.8
-3.0 -1.7 -1.1
-0.1 4.3 -1.0
-0.6 -10.2 -0.1
-1.9 2.5 4.0
0.6 -3.5 -2.3
3.0 -1.1 -0.4
2.0 0.9 0.4
1.1 2.0 0.2

## Properties
Highest occupied orbital energy = -8.903 eV
F_max = 0.1997 hartree/bohr
Gap between HOMO and LUMO = 8.01 eV
Lowest unoccupied orbital energy = -0.033 hartree
SMILES string = [H]/N=c1/nccnn1N
E = -10636.99530 eV
Energy relative to the best compared isomer or geometry (same formula, charge and spin) = 135.6 kcal/mol

Atom charges from the natural (NBO) analysis, given in e for atoms 1 to 5: -0.103, -0.667, -0.163, -0.359, -0.675


This record from the OMol25 dataset describes C3H5N5 in the gas phase. The level of theory is wB97M-V/def2-TZVPD.

Element x y z (Å)
N -2.160 -1.023 0.061
N 1.011 0.571 -0.478
N -0.794 -1.014 -0.073
N -1.289 0.987 -0.081
N 3.175 -0.189 0.374
C -2.308 0.293 0.208
C 2.017 -0.349 -0.176
C -0.167 0.155 -0.250
H 3.327 0.846 0.595
H -3.206 0.860 0.280
H 1.772 -1.270 -0.615
H -0.981 2.056 0.327
H -0.396 -1.923 -0.171

Force components x, y, z for each atom (eV/Å):
0.0 3.3 1.3
1.4 0.9 1.2
1.3 -3.1 -0.8
7.0 7.1 1.0
-1.4 1.6 -0.6
-5.2 -3.1 -0.3
1.5 1.3 0.0
-2.1 0.5 0.1
-0.5 -1.6 -0.2
-1.0 -0.5 0.5
0.2 -2.1 -0.1
-1.7 -4.0 -1.8
0.5 -0.2 -0.1

## Properties
Highest occupied orbital energy = -8.439 eV
F_max = 0.1950 hartree/bohr
Gap between HOMO and LUMO = 8.90 eV
Lowest unoccupied orbital energy = 0.017 hartree
SMILES string = [H]/N=C\N=c1\[nH]cn[nH]1
E = -10640.08703 eV
Energy relative to the best compared isomer or geometry (same formula, charge and spin) = 64.3 kcal/mol

Atom charges from the natural (NBO) analysis, given in e for atoms 1 to 5: -0.266, -0.628, -0.428, -0.550, -0.643


This record from the OMol25 dataset describes C3H5N5 in the gas phase. The level of theory is wB97M-V/def2-TZVPD.

Element x y z (Å)
N -1.419 1.681 0.330
N -0.677 1.417 -0.831
N -0.119 -0.743 -0.307
N 0.492 -1.838 -0.785
N 0.266 0.583 1.659
C -0.699 1.570 1.429
C 0.409 -0.403 0.873
C -0.219 0.390 -1.223
H 1.293 -1.047 1.232
H -0.188 -2.444 -1.187
H -1.048 2.272 2.384
H 1.270 -1.737 -1.538
H 0.639 0.298 -2.036

Force components x, y, z for each atom (eV/Å):
1.4 0.9 0.9
-2.2 4.4 0.7
-1.0 1.2 -1.0
2.4 -2.9 -2.6
-0.6 2.3 0.4
-2.3 0.2 0.7
3.5 -0.5 2.8
4.0 -3.8 -1.0
-1.7 0.3 -0.9
-0.4 -0.6 -0.3
0.9 -2.3 -2.6
-1.7 0.5 1.8
-2.3 0.4 1.1

## Properties
Highest occupied orbital energy = -8.970 eV
F_max = 0.1091 hartree/bohr
Gap between HOMO and LUMO = 9.26 eV
Lowest unoccupied orbital energy = 0.011 hartree
SMILES string = NN1C=NC=NN=C1
E = -10637.71230 eV
Energy relative to the best compared isomer or geometry (same formula, charge and spin) = 119.0 kcal/mol

Atom charges from the natural (NBO) analysis, given in e for atoms 1 to 5: -0.314, -0.239, -0.326, -0.651, -0.541


This record from the OMol25 dataset describes C3H5N5 in the gas phase. The level of theory is wB97M-V/def2-TZVPD.

Element x y z (Å)
N 2.058 -0.568 0.693
N -0.300 1.991 0.895
N 0.122 -1.700 -0.821
N 0.886 0.143 0.392
N 0.742 1.302 1.049
C -0.089 -0.533 -0.363
C -1.276 0.295 -0.535
C -1.341 1.491 0.097
H -0.616 -2.067 -1.378
H -2.241 2.109 0.095
H 1.736 -1.422 1.201
H 2.425 -0.902 -0.192
H -2.107 -0.138 -1.132

Force components x, y, z for each atom (eV/Å):
-0.5 -0.4 0.8
-0.6 -0.2 -0.1
1.4 0.1 0.8
0.0 -0.8 0.0
0.2 -0.1 -0.4
-1.0 0.8 -0.5
-0.5 0.1 0.0
0.1 -0.6 0.0
-0.8 0.0 -0.4
0.4 -0.1 -0.1
0.5 0.8 -0.6
0.0 -0.1 0.0
0.6 0.5 0.5

## Properties
Highest occupied orbital energy = -9.242 eV
F_max = 0.0318 hartree/bohr
Gap between HOMO and LUMO = 9.24 eV
Lowest unoccupied orbital energy = 0.000 hartree
SMILES string = [H]/N=c1\ccnnn1N
E = -10639.72116 eV
Energy relative to the best compared isomer or geometry (same formula, charge and spin) = 72.7 kcal/mol

Atom charges from the natural (NBO) analysis, given in e for atoms 1 to 5: -0.608, -0.240, -0.739, -0.090, 0.079


This record from the OMol25 dataset describes a molecular structure, C3H5N5O4. The level of theory is wB97M-V/def2-TZVPD.

Element x y z (Å)
O 3.624 1.946 0.086
O 3.834 -0.638 1.283
O 3.976 -2.084 -0.347
O 1.821 3.105 -0.261
N 1.679 1.026 0.362
N 2.451 2.080 0.006
N 3.504 -1.068 0.205
N 0.432 0.945 -0.101
N 0.338 0.003 -1.191
C -0.377 0.427 1.058
C 2.458 -0.526 -0.455
C 1.449 -0.831 -1.285
H 1.413 -1.592 -2.029
H -0.101 1.163 1.915
H -0.518 -0.127 -1.539
H -1.609 0.516 0.829
H -0.265 -0.578 1.314

Force components x, y, z for each atom (eV/Å):
1.5 -0.2 -0.1
0.2 0.1 -0.1
-0.2 0.9 0.2
0.9 -0.4 0.1
2.3 -5.8 -0.8
-1.8 2.9 -1.3
1.5 -2.5 0.5
-2.6 -0.9 0.5
6.1 0.6 2.0
-3.4 3.9 0.0
-3.4 4.6 0.8
-1.2 1.3 0.8
0.1 -0.6 -0.2
-0.8 -1.6 -1.4
-3.7 -0.7 -1.8
3.4 0.1 0.4
0.9 -1.7 0.3

## Properties
Highest occupied orbital energy = -9.776 eV
F_max = 0.1263 hartree/bohr
Gap between HOMO and LUMO = 8.83 eV
Lowest unoccupied orbital energy = -0.035 hartree
E = -18820.81386 eV
Energy relative to the best compared isomer or geometry (same formula, charge and spin) = 79.9 kcal/mol

Atom charges from the natural (NBO) analysis, given in e for atoms 1 to 5: -0.347, -0.317, -0.407, -0.404, -0.142


This record from the OMol25 dataset describes C3H5NO in the gas phase. The level of theory is wB97M-V/def2-TZVPD.

Element x y z (Å)
O 0.498 1.653 1.341
N -0.475 -0.586 -1.428
C -0.590 -0.111 0.037
C -0.109 -1.494 -0.429
C 0.529 0.705 0.536
H 1.486 0.239 0.242
H -0.689 -2.464 -0.231
H 0.893 -1.667 -0.100
H -1.639 0.175 0.213
H 0.318 -0.004 -1.714

Force components x, y, z for each atom (eV/Å):
-0.2 -2.4 -2.3
0.8 1.8 0.3
-1.6 -0.7 -1.3
-1.3 -1.5 2.3
0.0 1.7 2.5
0.4 0.5 -0.2
0.3 1.9 -0.6
0.9 0.0 -0.4
0.8 -0.5 0.6
0.0 -0.8 -0.8

## Properties
Highest occupied orbital energy = -10.230 eV
F_max = 0.0649 hartree/bohr
Gap between HOMO and LUMO = 10.78 eV
Lowest unoccupied orbital energy = 0.020 hartree
SMILES string = O=C[C@@H]1CN1
E = -6727.40528 eV
Energy relative to the best compared isomer or geometry (same formula, charge and spin) = 50.0 kcal/mol

Atom charges from the natural (NBO) analysis, given in e for atoms 1 to 5: -0.511, -0.525, -0.227, -0.220, 0.387


This record from the OMol25 dataset describes C3H5NO in the gas phase. The level of theory is wB97M-V/def2-TZVPD.

Element x y z (Å)
O -0.116 1.176 0.693
N -0.695 0.089 -1.213
C -0.800 1.105 -0.472
C 0.087 -0.880 -0.441
C 0.595 -0.076 0.801
H 1.672 0.142 0.777
H 0.922 -1.296 -1.015
H -1.448 1.946 -0.689
H 0.364 -0.495 1.785
H -0.614 -1.687 -0.234

Force components x, y, z for each atom (eV/Å):
-0.3 0.0 0.0
-0.1 0.2 0.2
-0.1 0.1 -0.4
0.4 0.1 0.2
0.0 -0.2 -0.1
-0.3 -0.1 -0.2
-0.2 0.1 0.0
0.2 0.1 0.0
-0.1 -0.1 -0.3
0.2 -0.2 0.4

## Properties
Highest occupied orbital energy = -9.588 eV
F_max = 0.0101 hartree/bohr
Gap between HOMO and LUMO = 10.61 eV
Lowest unoccupied orbital energy = 0.037 hartree
SMILES string = C1=NCCO1
E = -6728.90635 eV
Energy relative to the best compared isomer or geometry (same formula, charge and spin) = 15.4 kcal/mol

Atom charges from the natural (NBO) analysis, given in e for atoms 1 to 5: -0.493, -0.467, 0.376, -0.284, -0.104


This record from the OMol25 dataset describes 2 unconnected molecules or ions with the total composition C3H5NO. The level of theory is wB97M-V/def2-TZVPD.

Element x y z (Å)
O 0.717 1.656 0.062
N -3.376 -0.222 0.120
C 0.468 0.508 -0.559
C 0.779 -0.800 0.055
C -2.299 0.153 0.277
H 0.507 -0.818 1.110
H 0.835 1.513 1.014
H 1.855 -1.007 -0.009
H 0.259 -1.599 -0.462
H 0.254 0.616 -1.607

Force components x, y, z for each atom (eV/Å):
-0.5 -2.0 -1.4
-1.1 -0.4 0.0
-0.4 1.4 2.2
-0.1 0.0 0.2
2.4 0.5 -0.5
-0.1 0.1 -0.1
0.0 -0.1 0.1
0.1 0.3 -0.2
-0.2 0.0 0.0
-0.2 0.2 -0.2

## Properties
Highest occupied orbital energy (spin up / spin down) = -9.001 / -9.001 eV
F_max = 0.0514 hartree/bohr
Gap between HOMO and LUMO (spin up / spin down) = 7.05 / 7.06 eV
Lowest unoccupied orbital energy (spin up / spin down) = -0.072 / -0.072 hartree
E = -6725.63238 eV
Energy relative to the best compared isomer or geometry (same formula, charge and spin) = 90.9 kcal/mol

Atom charges from the natural (NBO) analysis, given in e for atoms 1 to 5: -0.563, -0.589, 0.544, -0.747, -0.182